# 1
7
Properties=species:S:1:pos:R:3 method="wB97M-V/def2-TZVPD" e_above_lowest_kj_mol=691.7 molar_mass_g_mol=85.0 homo_lumo_gap_ev="8.86 / 8.85" spin_multiplicity=1 homo_ev="-12.008 / -12.003"
C 0.250 -0.456 0.171
N 1.476 -0.169 0.735
F 0.364 -1.101 -1.078
F 2.373 0.863 -0.879
F 2.267 -1.216 0.520
H -0.460 0.334 -0.015
H -0.254 -1.154 1.017

---

# 2
8
Properties=species:S:1:pos:R:3 method="wB97M-V/def2-TZVPD" e_above_lowest_kj_mol=42.9 molar_mass_g_mol=99.0 charge=+1 homo_lumo_gap_ev="9.40 / 10.22" spin_multiplicity=3 homo_ev="-14.637 / -18.598"
C 1.272 0.851 -0.054
N 0.239 0.120 0.005
N 2.945 -0.293 0.474
F 1.343 2.124 -0.046
F 3.901 0.344 -0.106
F 2.632 -1.417 -0.172
H 0.271 -0.925 0.126
H -0.775 0.522 -0.088

---

# 3
9
Properties=species:S:1:pos:R:3 method="wB97M-V/def2-TZVPD" e_above_lowest_kj_mol=17.8 molar_mass_g_mol=134.0 homo_lumo_gap_ev=10.40 spin_multiplicity=1 homo_ev=-9.881
O -1.030 1.525 -1.204
P -0.857 -0.062 -1.069
O 0.630 -0.283 -0.327
C 0.696 -0.617 0.950
F 1.931 -0.802 1.384
F -0.060 -1.704 1.165
F 0.107 0.292 1.728
H -1.217 1.850 -0.242
H -0.201 -0.197 -2.385

---

# 4
12
Properties=species:S:1:pos:R:3 method="wB97M-V/def2-TZVPD" e_above_lowest_kj_mol=0.0 molar_mass_g_mol=308.0 charge=+1 homo_lumo_gap_ev="7.31 / 8.07" spin_multiplicity=4 homo_ev="-12.835 / -13.618"
Pr -0.052 -3.551 0.873
O -1.291 -1.429 0.622
S -0.187 -0.271 -0.202
O -0.990 -0.128 -1.425
O 0.890 -1.326 -0.035
C 1.107 1.043 -0.629
F 1.765 0.690 -1.725
F 0.535 2.226 -0.873
F 1.981 1.192 0.362
O -0.896 0.755 1.116
H -0.738 1.686 0.903
H -2.124 -0.888 1.014

---

# 5
7
Properties=species:S:1:pos:R:3 method="wB97M-V/def2-TZVPD" e_above_lowest_kj_mol=161.2 molar_mass_g_mol=143.6 homo_lumo_gap_ev=5.87 spin_multiplicity=1 homo_ev=-6.362
C -0.654 0.559 -0.046
O 1.560 -0.589 -0.629
Sr 1.751 0.913 0.591
Li 0.712 -1.877 0.259
F -0.972 -0.859 0.274
H -1.016 0.791 -1.058
H -1.381 1.062 0.609

---

# 6
9
Properties=species:S:1:pos:R:3 method="wB97M-V/def2-TZVPD" e_above_lowest_kj_mol=0.0 molar_mass_g_mol=103.1 homo_lumo_gap_ev=8.81 spin_multiplicity=1 homo_ev=-10.301
H -1.093 -2.986 1.139
N -0.732 -2.124 1.544
N -0.985 -1.110 0.931
N -1.222 0.042 0.990
N -1.059 1.152 0.462
C -0.067 1.530 -0.282
N 0.734 1.962 -0.991
F 2.485 0.399 -2.036
H 1.938 1.134 -1.757

---

# 7
6
Properties=species:S:1:pos:R:3 method="wB97M-V/def2-TZVPD" e_above_lowest_kj_mol=51.6 molar_mass_g_mol=63.0 homo_lumo_gap_ev=11.61 spin_multiplicity=1 homo_ev=-11.013
N -0.581 -0.534 -0.838
C -0.310 -0.543 -2.037
O 0.265 -0.630 -3.056
H -1.181 0.167 -0.482
F -1.188 0.243 1.674
H -0.999 -0.630 1.921

---

# 8
6
Properties=species:S:1:pos:R:3 method="wB97M-V/def2-TZVPD" e_above_lowest_kj_mol=327.8 molar_mass_g_mol=63.0 homo_lumo_gap_ev=12.18 spin_multiplicity=1 homo_ev=-11.051
F 0.700 -0.924 0.953
C -0.174 0.021 0.402
N -0.238 0.269 -0.981
O 0.372 1.183 0.040
H -1.116 -0.247 1.009
H 0.456 -0.302 -1.424

---

# 9
6
Properties=species:S:1:pos:R:3 method="wB97M-V/def2-TZVPD" e_above_lowest_kj_mol=539.6 molar_mass_g_mol=63.0 homo_lumo_gap_ev="7.98 / 6.03" spin_multiplicity=3 homo_ev="-6.829 / -10.651"
C -0.064 -0.024 -0.524
N -0.824 0.399 0.505
O -0.715 -0.985 0.005
F 1.810 0.036 0.165
H 0.128 0.224 -1.502
H -0.335 0.348 1.351

---

# 10
7
Properties=species:S:1:pos:R:3 method="wB97M-V/def2-TZVPD" e_above_lowest_kj_mol=664.9 molar_mass_g_mol=79.0 homo_lumo_gap_ev="8.57 / 8.57" spin_multiplicity=1 homo_ev="-9.940 / -9.938"
C 0.191 -0.911 0.264
N 0.614 0.042 -0.337
O 1.521 0.699 -0.640
O -0.827 1.473 -0.567
F -1.686 1.340 0.494
H -0.872 -1.105 0.374
H 1.059 -1.539 0.412

---

# 11
7
Properties=species:S:1:pos:R:3 method="wB97M-V/def2-TZVPD" e_above_lowest_kj_mol=7.5 molar_mass_g_mol=79.0 homo_lumo_gap_ev=11.36 spin_multiplicity=1 homo_ev=-10.831
O -1.438 -0.649 -0.792
C -0.625 -0.036 -0.169
O -1.022 0.909 0.727
N 0.766 -0.306 -0.501
F 1.704 -0.059 0.496
H -0.263 1.398 1.089
H 0.878 -1.257 -0.850

---

# 12
9
Properties=species:S:1:pos:R:3 method="wB97M-V/def2-TZVPD" e_above_lowest_kj_mol=40.1 molar_mass_g_mol=127.1 homo_lumo_gap_ev=11.43 spin_multiplicity=1 homo_ev=-11.234
C 0.460 -0.733 2.294
N 0.127 -0.777 3.461
O 0.451 -0.929 1.139
O -0.742 0.394 -1.328
O -0.960 1.148 -3.524
F 1.323 0.927 -2.511
S -0.208 0.225 -2.853
H 0.143 0.022 4.023
H -0.594 -0.277 -0.702

---

# 13
9
Properties=species:S:1:pos:R:3 method="wB97M-V/def2-TZVPD" e_above_lowest_kj_mol=19.7 molar_mass_g_mol=129.1 charge=-1 homo_lumo_gap_ev=9.94 spin_multiplicity=1 homo_ev=-5.966
C 0.292 -1.207 -0.061
O 2.003 0.666 -0.876
O 1.370 0.460 1.587
O -0.215 1.315 -0.190
O 0.468 -1.930 -0.994
F -2.710 0.827 -0.369
S 0.964 0.476 0.169
H -0.409 -1.605 0.798
H -1.764 0.998 -0.063

---

# 14
6
Properties=species:S:1:pos:R:3 method="wB97M-V/def2-TZVPD" e_above_lowest_kj_mol=88.6 molar_mass_g_mol=96.1 homo_lumo_gap_ev=7.99 spin_multiplicity=1 homo_ev=-9.110
F -0.844 -1.076 -1.262
P -0.413 -0.924 0.312
C 0.565 0.538 0.114
S 1.436 1.357 1.236
H -1.594 -0.430 0.547
H 0.850 0.535 -0.947

---

# 15
6
Properties=species:S:1:pos:R:3 method="wB97M-V/def2-TZVPD" e_above_lowest_kj_mol=244.7 molar_mass_g_mol=96.1 homo_lumo_gap_ev="7.56 / 7.57" spin_multiplicity=1 homo_ev="-9.077 / -9.077"
C -0.750 0.070 0.381
F 1.528 -0.998 0.496
P 0.321 -1.034 -0.596
S -1.851 0.978 -0.390
H -0.404 0.255 1.407
H 1.157 0.729 -1.298

---

# 16
6
Properties=species:S:1:pos:R:3 method="wB97M-V/def2-TZVPD" e_above_lowest_kj_mol=227.5 molar_mass_g_mol=96.1 homo_lumo_gap_ev="8.41 / 6.23" spin_multiplicity=1 homo_ev="-9.436 / -8.562"
C -0.443 -0.087 0.047
F 2.435 -0.154 -0.243
P 1.174 0.899 -0.092
S -2.129 0.647 -0.126
H -0.529 -1.019 -0.710
H -0.507 -0.286 1.124

---

# 17
5
Properties=species:S:1:pos:R:3 method="wB97M-V/def2-TZVPD" e_above_lowest_kj_mol=264.0 molar_mass_g_mol=267.8 homo_lumo_gap_ev=8.64 spin_multiplicity=1 homo_ev=-9.428
C -0.140 0.011 0.141
I 0.696 -1.845 -0.057
I 1.306 1.676 -0.119
H -0.545 0.049 1.170
H -1.318 0.108 -1.134

---

# 18
6
Properties=species:S:1:pos:R:3 method="wB97M-V/def2-TZVPD" e_above_lowest_kj_mol=71.7 molar_mass_g_mol=283.8 homo_lumo_gap_ev=9.03 spin_multiplicity=1 homo_ev=-9.345
C 0.025 -0.240 -0.252
O -0.193 1.312 -0.080
I -1.832 -1.285 0.137
I 1.518 -1.256 0.804
H 0.236 -0.243 -1.368
H 0.245 1.712 0.758

---

# 19
7
Properties=species:S:1:pos:R:3 method="wB97M-V/def2-TZVPD" e_above_lowest_kj_mol=128.2 molar_mass_g_mol=299.8 homo_lumo_gap_ev=8.87 spin_multiplicity=1 homo_ev=-9.319
C -1.120 -0.220 0.509
O -0.084 0.819 0.961
O -0.781 -0.973 -0.514
I -1.347 -1.628 2.145
I -2.964 0.949 0.187
H 0.458 1.346 0.324
H -0.254 -0.668 -1.274

---

# 20
8
Properties=species:S:1:pos:R:3 method="wB97M-V/def2-TZVPD" e_above_lowest_kj_mol=219.4 molar_mass_g_mol=232.0 homo_lumo_gap_ev="7.19 / 5.99" spin_multiplicity=3 homo_ev="-8.104 / -9.105"
C 0.650 -1.654 0.782
N -0.267 -1.076 0.221
N 0.059 -0.382 -1.530
P -0.473 0.819 -0.636
S 1.603 -2.443 1.721
I 0.780 1.910 1.172
H -1.646 0.788 -0.135
H -0.705 2.038 -1.595